Molecular formula: C17H24N2O8S4W
Method: DFT, wB97M-V/def2-TZVPD

Output
DFT total energy ... -82526.185 eV
Gap between HOMO and LUMO (alpha / beta) ... 7.11 / 7.51 eV
Net charge ... +2
Energy above the lowest of the compared OMol25 structures with the same formula, charge and spin ... 14.9 kJ/mol
Largest force on an atom ... 0.0186 Eh/bohr
2S+1 ... 3

Each line ends with the Löwdin charge.
Geometry (Å):
W1 0.07 -0.74 0.30  1.26
C1 -1.37 -2.75 2.80  -0.42
C2 0.06 -2.46 3.20  -0.45
S1 1.26 -2.32 1.84  0.91
C3 1.17 -3.95 1.00  -0.41
C4 0.96 -3.86 -0.50  -0.42
S2 -0.45 -2.84 -1.03  0.95
C5 -1.89 -3.70 -0.31  -0.43
C6 -2.83 -2.71 0.35  -0.45
S3 -2.00 -1.60 1.52  0.91
H1 -2.02 -2.66 3.67  0.10
H2 -1.48 -3.77 2.42  0.08
H3 0.42 -3.23 3.89  0.11
H4 0.15 -1.51 3.72  0.09
H5 0.39 -4.53 1.49  0.08
H6 2.12 -4.45 1.20  0.10
H7 0.83 -4.86 -0.92  0.12
H8 1.81 -3.40 -1.02  0.08
H9 -1.53 -4.45 0.39  0.08
H10 -2.39 -4.22 -1.12  0.11
H11 -3.64 -3.22 0.87  0.11
H12 -3.29 -2.04 -0.38  0.10
O1 1.88 -1.66 -2.88  0.17
C7 1.48 -0.72 -2.27  -0.50
O2 1.58 -0.72 -0.87  -0.28
C8 0.83 0.49 -2.80  -0.05
C9 1.23 0.98 -4.04  0.10
C10 0.60 2.08 -4.57  -0.09
C11 -0.46 2.71 -3.93  0.12
C12 -0.85 2.20 -2.71  -0.06
C13 -0.24 1.08 -2.11  -0.22
O3 -0.71 0.61 -0.94  -0.27
N1 -1.96 2.85 -1.99  -0.34
O4 -3.07 2.73 -2.43  0.16
O5 -1.65 3.48 -0.99  0.06
N2 1.05 2.61 -5.87  -0.34
O6 1.92 2.00 -6.44  0.12
O7 0.42 3.55 -6.32  0.12
H13 2.04 0.51 -4.59  0.15
H14 -0.95 3.56 -4.38  0.15
C14 0.43 2.59 4.08  -0.10
C15 -0.77 2.75 3.18  -0.36
S4 -0.61 2.19 1.49  1.10
O8 -0.13 0.66 1.73  -0.71
C16 0.87 3.05 0.90  -0.34
C17 2.18 2.31 1.11  -0.09
H15 0.14 2.85 5.10  0.10
H16 1.25 3.26 3.80  0.08
H17 0.80 1.56 4.09  0.07
H18 -1.06 3.80 3.04  0.12
H19 -1.66 2.23 3.54  0.10
H20 0.84 4.01 1.42  0.11
H21 0.66 3.24 -0.15  0.08
H22 2.36 2.05 2.15  0.07
H23 2.99 2.98 0.79  0.11
H24 2.25 1.43 0.49  0.05